The following is a quantum chemistry calculation of a cluster of 2 separate species, C3H3O2 in total in a non-equilibrium geometry, from the Open Molecules 2025 dataset.

Last column: natural (NBO) charge in e.
Positions of all 8 atoms, in Å:
C -1.44 0.07 -0.50  -0.60
C -0.55 0.23 0.53  -0.57
C 2.01 0.09 0.19  1.02
O 1.97 -0.52 -0.84  -0.62
O 2.57 0.76 1.01  -0.62
H -2.33 -0.55 -0.26  0.13
H -1.30 0.29 -1.58  0.16
H -0.92 -0.36 1.45  0.10

## Properties
* molar mass: 71.1 Da
* energy: -266.544360 Ha
* energy above the lowest of the compared OMol25 structures with the same formula, charge and spin: 0.714 eV
* multiplicity: 1
* E_HOMO (alpha / beta): -2.50 / -2.50 eV
* max |F|: 0.0337 Eh/bohr
* net charge: -1


The following is a quantum chemistry calculation of the molecule H4SSi in a non-equilibrium geometry, from the Open Molecules 2025 dataset.

Last column: natural (NBO) charge in e.
Positions of all 6 atoms, in Å:
Si -0.58 -0.22 -0.01  0.70
S 1.57 0.05 -0.05  -0.45
H -1.13 0.15 -1.50  -0.14
H -0.47 -1.74 -0.03  -0.13
H -1.22 0.57 1.07  -0.13
H 1.83 1.20 0.51  0.15

## Properties
* molar mass: 64.2 Da
* energy: -690.052848 Ha
* energy above the lowest of the compared OMol25 structures with the same formula, charge and spin: 0.479 eV
* SMILES: [SiH3]S
* multiplicity: 1
* E_HOMO: -9.46 eV
* max |F|: 0.0473 Eh/bohr
* net charge: 0


The following is a quantum chemistry calculation of the molecule C4H9N3 in a non-equilibrium geometry, from the Open Molecules 2025 dataset.

Last column: natural (NBO) charge in e.
Positions of all 16 atoms, in Å:
C -0.85 1.75 -0.06  -0.43
C -0.27 -0.77 -1.35  0.04
C -0.34 -1.47 -0.10  -0.43
C 0.39 -1.52 1.05  0.08
H -0.59 2.24 0.91  0.20
H -1.40 0.84 0.20  0.21
H -1.50 2.32 -0.70  0.18
H 0.77 2.16 -1.21  0.36
H -0.56 -1.37 -2.21  0.19
H -1.20 -2.12 -0.08  0.22
H 0.02 -2.10 1.86  0.19
H 1.70 -0.08 0.68  0.40
H 1.84 -0.70 2.25  0.38
N 0.34 1.35 -0.78  -0.51
N 0.08 0.39 -1.77  -0.27
N 1.57 -0.89 1.30  -0.80

## Properties
* molar mass: 99.1 Da
* energy: -322.004344 Ha
* energy above the lowest of the compared OMol25 structures with the same formula, charge and spin: 2.340 eV
* SMILES: CN/N=C\C=C/N
* multiplicity: 1
* E_HOMO: -7.87 eV
* max |F|: 0.0389 Eh/bohr
* net charge: 0


The following is a quantum chemistry calculation of a structure of composition C22H22AsCrN3O3S4, from the Open Molecules 2025 dataset.

Last column: Mulliken spin population.
Positions of all 56 atoms, in Å:
Cr 1.11 1.62 -1.06  3.70
C -0.48 -2.66 -0.95  0.00
O -0.68 -1.81 0.17  0.01
C -0.83 -2.32 1.38  0.00
C -0.75 -3.68 1.69  0.00
C -1.00 -4.12 2.99  0.00
C -1.33 -3.21 3.98  0.00
C -1.37 -1.86 3.67  0.00
C -1.10 -1.39 2.40  0.00
N -1.20 0.00 2.16  0.00
C -0.45 0.90 1.42  0.01
N -0.77 0.85 -1.70  -0.02
C -0.96 1.92 -2.54  -0.18
C 0.17 2.76 -2.55  -0.14
C 0.22 3.85 -3.38  0.06
C -0.88 4.18 -4.22  -0.02
C -2.01 3.38 -4.17  0.03
C -2.06 2.27 -3.33  -0.02
O -3.18 1.42 -3.26  0.00
C -4.41 2.09 -3.11  0.00
N 0.72 0.64 0.90  -0.05
C 1.55 -0.32 1.50  -0.09
C 1.71 -0.48 2.87  0.10
C 2.62 -1.39 3.40  -0.01
C 3.41 -2.15 2.55  0.00
C 3.29 -1.98 1.17  0.01
C 2.37 -1.08 0.65  -0.04
O 2.17 -0.87 -0.67  0.00
C 3.17 -1.22 -1.61  0.01
H -0.43 -1.99 -1.81  0.00
H -1.32 -3.35 -1.06  0.00
H 0.45 -3.22 -0.85  0.00
H -0.51 -4.39 0.91  0.00
H -0.93 -5.18 3.21  0.00
H -1.54 -3.54 4.99  0.00
H -1.59 -1.13 4.44  0.00
H -1.85 0.47 2.76  0.00
H -1.57 0.26 -1.54  0.00
H 1.11 4.49 -3.39  0.00
H -0.84 5.04 -4.88  0.00
H -2.87 3.62 -4.80  0.00
H -5.16 1.33 -2.86  0.00
H -4.73 2.59 -4.03  0.00
H -4.36 2.83 -2.31  0.00
H 1.13 0.17 3.52  0.03
H 2.72 -1.49 4.47  0.00
H 4.13 -2.85 2.94  0.00
H 3.92 -2.55 0.50  0.00
H 3.23 -2.31 -1.72  0.00
H 4.14 -0.82 -1.31  0.00
H 2.87 -0.74 -2.53  0.00
S 0.34 5.64 1.57  0.52
As 0.89 3.66 0.96  -0.03
S 3.06 2.17 -1.86  -0.48
S -1.18 2.46 1.43  0.01
S 1.84 3.45 2.91  0.58

## Properties
* molar mass: 631.6 Da
* energy: -6114.509581 Ha
* energy above the lowest of the compared OMol25 structures with the same formula, charge and spin: 3.657 eV
* multiplicity: 5
* E_HOMO (alpha / beta): -0.36 / -0.58 eV
* max |F|: 0.0193 Eh/bohr
* net charge: -2